Entry 1:
{
  "formula": "C47H61FN3O33S",
  "method": "ωB97M-V/def2-TZVPD",
  "charge": 1,
  "total_energy_ha": -4972.51108,
  "gap_ev": 7.11,
  "elements": ["C", "C", "C", "C", "C", "C", "C", "O", "C", "O", "C", "C", "C", "C", "O", "C", "O", "C", "N", "C", "O", "N", "N", "C", "O", "C", "S", "C", "C", "C", "F", "H", "H", "H", "H", "H", "H", "H", "H", "H", "H", "H", "H", "H", "H", "H", "H", "H", "H", "H", "H", "H", "H", "H", "H", "H", "C", "C", "O", "C", "O", "O", "H", "H", "H", "H", "C", "C", "O", "C", "O", "O", "H", "H", "H", "H", "C", "C", "O", "C", "O", "O", "H", "H", "H", "H", "C", "C", "O", "C", "O", "O", "H", "H", "H", "H", "C", "C", "O", "C", "O", "O", "H", "H", "H", "H", "C", "C", "O", "C", "O", "O", "H", "H", "H", "H", "C", "C", "O", "C", "O", "O", "H", "H", "H", "H", "C", "C", "O", "C", "O", "O", "H", "H", "H", "H", "C", "C", "O", "C", "O", "O", "H", "H", "H", "H"],
  "coordinates": [[5.6056, 3.3943, 0.4974], [4.6525, 4.2725, -0.3890], [3.4727, 4.8327, 0.4349], [2.6433, 5.9331, -0.3119], [1.4205, 5.3651, -1.1141], [0.0666, 6.1178, -0.8280], [-1.1660, 5.1329, -0.7831], [-1.7246, 5.2173, 0.5453], [-2.4414, 4.1158, 0.8933], [-3.5816, 4.2310, 1.2207], [-1.7742, 2.7293, 0.9086], [-0.7637, 2.4738, 1.8828], [-0.3379, 3.5014, 2.9401], [0.4671, 4.7282, 2.3812], [-0.2031, 5.9373, 2.7342], [0.6125, 6.7981, 3.4663], [1.2234, 7.6285, 2.8775], [-0.1647, 1.1917, 1.8220], [0.8937, 0.8911, 2.7590], [1.9604, 1.1889, 2.1663], [2.9763, 1.1257, 1.6261], [-0.5650, 0.2741, 0.9254], [0.0650, -0.9811, 0.9325], [-0.3092, -1.6942, 1.8998], [-0.2790, -2.3154, 2.8698], [-1.5599, 0.5117, 0.0013], [-2.0000, -0.8224, -1.1052], [-2.1918, 1.7555, -0.0597], [-3.2970, 2.1274, -1.0533], [-4.6902, 1.8488, -0.4052], [-3.1620, 1.5288, -2.2895], [5.0221, 2.7003, 1.1364], [6.2402, 4.0185, 1.1549], [6.2737, 2.7752, -0.1342], [5.2848, 5.0664, -0.8245], [4.3295, 3.5966, -1.2127], [2.8034, 4.0212, 0.7884], [3.8963, 5.3128, 1.3412], [3.3345, 6.3744, -1.0569], [2.2813, 6.6776, 0.4203], [1.6117, 5.5058, -2.1991], [1.3487, 4.2726, -0.9348], [0.1771, 6.5604, 0.1826], [-0.1632, 6.8690, -1.5986], [-0.7645, 4.1321, -1.0459], [-1.8997, 5.3973, -1.5716], [0.1704, 2.9492, 3.7464], [-1.2738, 3.9096, 3.3791], [1.4879, 4.7165, 2.8153], [0.5046, 4.6229, 1.2826], [0.6460, 6.7109, 4.5727], [-2.6817, -1.7529, -0.3746], [-3.2890, 3.2221, -1.2375], [-5.0558, 0.8279, -0.6057], [-5.3862, 2.6065, -0.8149], [-4.6496, 2.0433, 0.6828], [2.4044, -4.8100, 3.9117], [0.9486, -4.8420, 4.3002], [0.9501, -5.6677, 5.4599], [2.1953, -5.6136, 5.9987], [2.4843, -6.0581, 7.0599], [3.0655, -4.9850, 5.1632], [2.6952, -3.8691, 3.4463], [2.6794, -5.6330, 3.2483], [0.5652, -3.8569, 4.5697], [0.3162, -5.2674, 3.5225], [0.3256, -8.4532, 9.0464], [1.3395, -7.9111, 10.0153], [0.8515, -8.3765, 11.2735], [0.0824, -9.4743, 11.0332], [-0.3364, -10.1967, 11.8758], [-0.1407, -9.6330, 9.7015], [0.7622, -8.6903, 8.0788], [-0.5177, -7.7742, 8.8989], [2.3386, -8.3206, 9.8475], [1.3942, -6.8249, 9.9941], [1.7909, -3.0441, -4.6557], [1.9461, -2.1847, -3.4336], [0.6221, -1.6740, -3.2421], [-0.2364, -2.5397, -3.8362], [-1.4246, -2.4959, -3.7177], [0.4196, -3.4561, -4.5773], [2.4558, -3.9047, -4.6503], [1.9399, -2.4887, -5.5807], [2.2342, -2.7589, -2.5493], [2.6596, -1.3776, -3.5787], [3.2037, 6.5158, 6.8958], [4.5016, 7.2541, 6.6935], [5.0476, 6.6157, 5.5366], [4.0213, 6.0684, 4.8491], [4.1088, 5.6061, 3.7561], [2.8676, 6.1097, 5.5657], [2.4241, 7.1456, 7.3200], [3.3179, 5.6261, 7.5185], [4.3525, 8.3133, 6.4745], [5.1742, 7.1606, 7.5433], [3.4007, 1.9318, -5.1412], [4.4414, 2.0811, -6.2201], [4.9348, 0.7483, -6.3653], [3.9710, -0.0953, -5.9309], [3.9974, -1.2763, -6.0713], [2.9651, 0.5813, -5.3128], [2.5708, 2.6259, -5.2585], [3.8179, 2.0437, -4.1375], [4.0159, 2.4056, -7.1718], [5.2412, 2.7634, -5.9402], [-4.1077, -3.2427, -5.3518], [-3.9647, -4.4684, -6.2138], [-5.1724, -4.4556, -6.9785], [-5.6221, -3.1755, -7.0114], [-6.5120, -2.7925, -7.7008], [-4.9235, -2.3869, -6.1550], [-3.1525, -2.7738, -5.1282], [-4.6299, -3.4491, -4.4142], [-3.1136, -4.4043, -6.8955], [-3.8819, -5.3840, -5.6320], [-6.1485, -0.9577, -10.7545], [-4.6658, -1.1919, -10.6480], [-4.1740, -0.6532, -11.8747], [-5.0832, 0.2597, -12.3152], [-4.8995, 1.0062, -13.2182], [-6.2268, 0.2033, -11.5824], [-6.6139, -0.7780, -9.7879], [-6.6678, -1.7803, -11.2506], [-4.2142, -0.6465, -9.8153], [-4.4135, -2.2468, -10.5574], [4.9918, -9.5932, 6.1533], [4.1261, -9.9842, 7.3220], [2.8162, -9.6353, 6.8726], [2.8374, -9.6325, 5.5143], [1.8718, -9.5426, 4.8285], [4.1063, -9.7437, 5.0432], [5.8644, -10.2341, 6.0441], [5.3198, -8.5525, 6.2045], [4.1548, -11.0565, 7.5265], [4.3820, -9.4442, 8.2317], [-8.3307, 2.9682, -3.6088], [-7.2251, 2.5912, -4.5593], [-6.1349, 3.3951, -4.1019], [-6.3650, 3.6930, -2.8027], [-5.5671, 4.2079, -2.0796], [-7.6131, 3.3315, -2.4259], [-9.0146, 2.1455, -3.4120], [-8.9043, 3.8312, -3.9521], [-6.9446, 1.5386, -4.4815], [-7.4669, 2.8160, -5.5957]]
}

Entry 2:
{
  "formula": "C47H61N3O6Pd",
  "method": "ωB97M-V/def2-TZVPD",
  "charge": -2,
  "total_energy_ha": -2571.10297,
  "multiplicity": 3,
  "gap_ev": [4.74, 4.61],
  "elements": ["Pd", "C", "C", "C", "C", "C", "C", "C", "N", "C", "C", "C", "C", "C", "C", "O", "C", "C", "C", "C", "C", "C", "C", "C", "C", "O", "C", "C", "C", "C", "C", "C", "H", "H", "H", "H", "H", "H", "H", "H", "H", "H", "H", "H", "H", "H", "H", "H", "H", "H", "H", "H", "H", "H", "H", "H", "H", "H", "H", "H", "H", "H", "H", "H", "H", "H", "H", "H", "H", "H", "H", "H", "C", "C", "C", "C", "C", "C", "C", "C", "C", "C", "C", "C", "N", "H", "H", "H", "H", "H", "H", "H", "H", "H", "H", "H", "H", "H", "H", "H", "H", "H", "O", "C", "O", "C", "C", "C", "C", "C", "C", "N", "O", "O", "H", "H", "H", "H"],
  "coordinates": [[-1.1446, 0.5378, 0.6712], [3.1686, -5.0463, -1.9165], [3.5577, -3.8504, -1.0359], [4.4179, -4.3392, 0.1409], [4.4110, -2.9015, -1.8820], [2.3090, -3.1640, -0.4824], [2.0316, -1.8277, -0.7062], [0.9229, -1.2068, -0.1187], [0.5480, 0.1018, -0.2821], [1.2083, 1.2130, -0.7116], [2.5536, 1.3107, -1.0775], [3.0747, 2.4849, -1.6003], [2.2138, 3.5692, -1.7470], [0.8806, 3.5681, -1.3364], [0.3735, 2.4006, -0.7116], [-0.7815, 2.3602, -0.1148], [0.0930, 4.8790, -1.5215], [-1.4167, 4.7621, -1.2733], [0.6643, 5.9280, -0.5540], [0.2502, 5.3765, -2.9690], [4.5479, 2.5311, -2.0070], [4.8024, 1.5031, -3.1210], [5.4267, 2.1944, -0.7917], [4.9744, 3.9062, -2.5260], [0.0285, -1.9611, 0.7154], [-0.9687, -1.3688, 1.3219], [0.2746, -3.3492, 0.8809], [1.4138, -3.8935, 0.3067], [-0.7087, -4.2133, 1.6750], [-2.1260, -4.0512, 1.0978], [-0.3539, -5.7024, 1.6113], [-0.7013, -3.7711, 3.1457], [4.0622, -5.5355, -2.3179], [2.5520, -4.7099, -2.7519], [2.6001, -5.7863, -1.3521], [5.3536, -4.7827, -0.2160], [3.8869, -5.0874, 0.7307], [4.6578, -3.5011, 0.7976], [5.3013, -3.4224, -2.2442], [4.7397, -2.0414, -1.2950], [3.8510, -2.5417, -2.7474], [2.6424, -1.2528, -1.3819], [3.2023, 0.4623, -0.9202], [2.5996, 4.4882, -2.1699], [-1.6403, 4.5098, -0.2425], [-1.8504, 3.9809, -1.8978], [-1.8987, 5.7148, -1.5211], [0.5706, 5.5690, 0.4725], [0.1238, 6.8763, -0.6420], [1.7218, 6.1152, -0.7548], [-0.1470, 4.6299, -3.6593], [1.2891, 5.5735, -3.2393], [-0.3128, 6.3043, -3.1054], [4.5260, 0.5008, -2.7917], [5.8574, 1.4923, -3.4144], [4.1993, 1.7443, -3.9986], [5.2286, 1.1838, -0.4341], [5.2133, 2.8864, 0.0251], [6.4900, 2.2674, -1.0423], [4.3983, 4.1963, -3.4070], [6.0301, 3.8812, -2.8094], [4.8495, 4.6722, -1.7576], [1.6158, -4.9459, 0.4620], [-2.1508, -4.3699, 0.0523], [-2.4325, -3.0096, 1.1453], [-2.8408, -4.6549, 1.6662], [-0.3040, -6.0532, 0.5772], [-1.1255, -6.2768, 2.1289], [0.6030, -5.9080, 2.0986], [-1.0202, -2.7334, 3.2266], [0.3043, -3.8585, 3.5662], [-1.3823, -4.3908, 3.7379], [1.5267, 1.0865, 3.0470], [0.5938, 1.3823, 4.2267], [0.1311, 2.8432, 4.1712], [-0.5928, 0.4394, 4.3640], [-0.5739, -0.4522, 5.4229], [-1.6793, -1.2143, 5.7732], [-2.8675, -0.9741, 5.0976], [-2.9457, -0.1221, 4.0092], [-4.3049, 0.0570, 3.3502], [-4.4287, -0.8668, 2.1310], [-4.6291, 1.5040, 2.9653], [-1.7480, 0.5013, 3.5038], [-1.7422, 1.1930, 2.3567], [2.5128, 1.5308, 3.2210], [1.1213, 1.5111, 2.1320], [1.6545, 0.0117, 2.9052], [1.1784, 1.2478, 5.1445], [-0.5333, 2.9769, 3.3165], [0.9901, 3.5124, 4.0623], [-0.4106, 3.1124, 5.0816], [0.3410, -0.5490, 6.0021], [-1.6240, -1.9439, 6.5729], [-3.7743, -1.4774, 5.4251], [-5.0520, -0.2581, 4.0910], [-3.7264, -0.5591, 1.3577], [-5.4398, -0.8168, 1.7140], [-4.2146, -1.8992, 2.4174], [-3.9169, 1.8588, 2.2237], [-4.5847, 2.1570, 3.8411], [-5.6345, 1.5601, 2.5365], [-1.9771, -0.4283, -1.4479], [-3.0921, 0.1443, -1.5886], [-3.6399, 0.9308, -0.7927], [-3.8455, -0.1670, -2.8625], [-3.2956, -0.9999, -3.8350], [-3.9953, -1.2997, -4.9837], [-5.2716, -0.7665, -5.1765], [-5.8312, 0.0723, -4.2092], [-5.1184, 0.3649, -3.0672], [-6.0065, -1.0819, -6.3569], [-5.5069, -1.8220, -7.1876], [-7.1179, -0.6029, -6.5104], [-2.3066, -1.4015, -3.6592], [-3.5889, -1.9441, -5.7500], [-6.8204, 0.4685, -4.3878], [-5.5232, 1.0137, -2.3022]]
}